Below is a molecular structure, C23H70F6O12P at a distorted geometry, with properties calculated with wB97M-V/def2-TZVPD.

Structure (XYZ):
```
112
Properties=species:S:1:pos:R:3:forces:R:3:lowdin_charge:R:1
P -0.1461 -0.4289 0.0664 -4.8 -1.1 -3.6 0.66
F -1.2343 0.6996 -0.4748 6.2 -2.4 -1.1 -0.19
F -0.0470 -0.9519 -1.4501 0.5 0.6 7.7 -0.20
F 1.0236 0.6985 -0.2148 -5.6 -6.5 2.6 -0.23
F 1.0271 -1.4730 0.6353 -10.7 -0.4 8.6 0.02
F -0.2766 0.1973 1.5796 9.4 -1.4 -5.8 -0.03
F -1.3204 -1.5544 0.2942 4.0 1.8 -3.6 -0.16
C -1.2590 1.8283 -4.3749 0.8 -0.3 -0.2 -0.05
C -0.4845 1.2352 -3.1835 -0.7 0.9 -0.1 -0.31
O -1.2218 0.1558 -2.7302 -0.3 4.2 -4.9 -0.18
H -2.3163 1.9580 -4.1437 0.1 -0.2 0.2 0.07
H -1.1698 1.1430 -5.2178 -0.2 -0.1 -0.1 0.07
H -0.8904 2.7901 -4.7316 0.2 0.1 0.2 0.07
H -0.4178 1.9677 -2.3791 -0.4 -0.7 -1.3 0.04
H 0.5310 0.8998 -3.3944 -1.1 0.5 -0.2 0.06
H -0.8768 -0.1886 -1.9032 -0.5 3.0 -3.3 -0.09
C -1.9905 -2.5598 4.2182 1.0 0.1 -0.5 -0.04
C -0.9742 -1.6548 3.4856 -1.5 0.9 -0.2 -0.28
O -1.4558 -1.2780 2.2045 -2.9 -3.8 5.9 -0.06
H -3.0123 -2.1846 4.2734 0.2 0.3 -0.4 0.08
H -1.6533 -2.6853 5.2471 0.1 -0.3 0.1 0.07
H -1.9838 -3.4932 3.6552 -0.4 -0.2 0.4 0.04
H -0.0467 -2.1794 3.2560 0.4 0.2 1.2 0.09
H -0.7827 -0.7658 4.0865 -1.0 -1.1 -0.5 0.06
H -0.8072 -0.7038 1.7907 -4.2 -5.4 4.4 -0.18
C 2.5952 2.4893 0.5983 2.0 3.3 3.3 -0.18
C 2.0529 3.3707 1.7239 0.9 -0.3 0.7 -0.12
O 0.8649 4.0813 1.2971 13.9 8.5 3.7 0.07
H 2.0293 1.6042 0.3075 1.1 3.3 0.7 0.02
H 3.5679 2.0795 0.8703 0.0 0.3 1.2 0.12
H 2.9238 3.1366 -0.2147 -0.3 0.2 1.2 0.11
H 2.7589 4.1088 2.1045 0.4 -0.1 -0.3 0.14
H 1.7149 2.7931 2.5843 0.6 0.1 -0.6 0.05
H 0.6520 4.6987 2.0007 -0.3 0.3 0.1 0.18
C 2.6555 -2.2150 -3.1098 -0.3 -0.4 1.1 -0.05
C 1.6502 -1.7339 -2.0561 3.7 -1.2 -2.2 -0.31
O 2.2044 -1.8284 -0.7493 4.7 -1.5 -6.9 -0.02
H 2.9887 -3.2201 -2.8512 -0.1 -0.2 -0.2 0.07
H 3.5277 -1.5691 -3.0086 -0.1 -0.4 -0.5 0.04
H 2.2145 -2.1976 -4.1064 0.2 0.1 -0.1 0.08
H 0.6341 -2.1279 -2.0777 2.1 -2.6 -1.5 0.12
H 1.4489 -0.6855 -2.2761 1.3 -0.2 -0.8 0.08
H 1.6449 -1.2817 -0.1929 5.0 -0.3 -4.2 -0.20
O 2.1459 0.1511 1.6657 1.4 -0.1 2.1 -0.01
H 2.0602 1.0913 1.5082 0.3 -0.6 1.2 -0.01
H 1.4505 -0.2446 1.1402 3.0 0.9 2.5 -0.04
O -1.7737 1.5823 1.2900 -3.6 1.0 4.7 -0.05
H -1.3952 2.3380 0.8408 -0.7 0.3 0.4 -0.15
H -1.0356 0.9874 1.4224 -5.0 4.4 -0.1 -0.16
O -3.0355 0.0680 0.4512 -3.5 -1.9 -0.1 -0.07
H -2.2799 -0.2800 -0.0223 -3.8 0.2 0.9 -0.03
H -2.7254 0.8929 0.8249 -0.2 0.2 0.4 -0.10
C 0.1262 -4.1307 1.9109 -0.3 0.0 0.3 -0.05
C -0.9401 -4.1826 0.8592 0.1 -0.5 0.2 -0.50
C -0.7443 -5.3342 -0.0888 0.5 0.4 -0.6 -0.05
O -2.2258 -4.2772 1.4710 -0.1 0.2 -0.4 -0.03
H 0.2163 -5.1074 2.3863 0.5 -0.2 -0.1 0.09
H -0.2243 -3.4555 2.6915 0.5 -0.6 -0.6 0.03
H 1.0354 -3.7549 1.4418 0.3 -0.3 0.4 0.09
H -0.8816 -3.2373 0.3196 -0.4 -1.1 0.1 0.10
H 0.2451 -5.2557 -0.5395 0.1 0.2 -0.3 0.08
H -1.4996 -5.2226 -0.8667 0.0 -0.6 -0.1 0.08
H -0.7234 -6.3124 0.3915 -0.5 -0.1 0.2 0.08
H -2.2032 -5.0735 2.0067 -0.1 -0.2 0.1 0.08
C -4.2088 -3.2576 -1.9663 1.1 -0.7 0.1 -0.06
C -3.2823 -2.2414 -1.2677 -2.3 0.4 -1.4 -0.42
C -2.2843 -1.5988 -2.1943 -1.4 -2.2 1.0 -0.06
O -4.1768 -1.2271 -0.8093 -1.6 -2.2 -0.7 -0.08
H -3.6064 -4.0255 -2.4517 0.1 -0.2 -0.4 0.06
H -4.8115 -2.7584 -2.7249 0.0 0.1 0.0 0.07
H -4.8522 -3.8163 -1.2865 -0.1 0.4 0.2 0.07
H -2.7374 -2.6693 -0.4262 -0.9 -0.1 0.0 0.11
H -1.7608 -0.8072 -1.6582 -4.4 -3.3 0.1 0.02
H -2.6914 -1.1649 -3.1076 -0.5 -0.4 0.3 0.12
H -1.5382 -2.3450 -2.4676 0.1 -0.1 -0.3 0.10
H -4.3095 -0.5283 -1.4540 0.5 -0.1 0.0 0.09
C 1.9205 1.8261 4.7264 0.2 0.0 0.2 -0.05
C 0.4111 1.6108 4.5636 0.8 0.5 -0.8 -0.37
C -0.1425 1.8303 3.1069 0.7 -0.1 3.7 0.00
O 0.1313 0.2622 4.9875 0.5 2.1 1.1 -0.08
H 2.4879 0.9199 4.5141 -0.1 -0.1 -0.4 0.08
H 2.1789 2.0623 5.7587 -0.1 0.2 0.1 0.07
H 2.2971 2.6066 4.0653 0.2 0.0 0.6 0.05
H -0.0755 2.3081 5.2456 -0.3 -0.4 0.2 0.13
H 0.0595 2.7520 2.5613 -0.5 -0.6 1.6 0.08
H -1.2266 1.7340 3.1658 0.4 0.0 0.1 0.13
H 0.2527 0.9815 2.5487 1.0 3.0 2.9 0.05
H 0.6171 -0.3229 4.4016 0.5 0.1 0.0 0.07
C 0.4683 2.8879 -1.0049 0.0 2.3 -1.3 -0.07
C -0.7639 3.6258 -0.5162 0.7 -1.1 -1.0 -0.34
C -1.9969 3.0827 -1.1914 -0.9 0.2 0.3 -0.01
O -0.7574 3.3068 0.8545 -8.9 2.5 -5.1 -0.03
H 0.6195 3.1082 -2.0616 0.4 0.4 0.1 0.11
H 0.4207 1.8057 -0.8829 -1.0 3.5 -1.1 0.05
H 1.3295 3.2794 -0.4634 -1.3 0.1 -1.0 0.06
H -0.6770 4.6788 -0.7842 0.1 0.5 0.6 0.14
H -1.9886 3.2914 -2.2612 -0.1 0.1 0.1 0.08
H -2.8786 3.5286 -0.7313 -0.2 0.1 -0.1 0.10
H -2.0684 2.0094 -1.0151 -0.7 1.2 -0.7 0.08
H 0.1440 3.4499 1.1524 -2.4 -3.3 -0.3 -0.30
C 2.9002 1.4082 -1.3310 1.3 -1.2 -4.6 -0.08
C 3.4827 1.0519 -2.7179 0.7 0.6 0.6 -0.37
C 2.5195 1.3358 -3.8660 0.2 -0.6 -0.1 -0.04
O 4.7121 1.8118 -2.9295 -0.3 0.1 -0.2 -0.07
H 2.5489 2.4386 -1.3836 0.8 -1.1 -1.3 0.06
H 3.5699 1.2289 -0.4899 0.6 -0.4 -1.4 0.10
H 1.9950 0.8504 -1.0913 3.5 0.5 -3.1 0.03
H 3.7880 0.0060 -2.7504 -0.2 0.3 0.0 0.09
H 2.9615 1.3314 -4.8623 0.5 0.0 0.2 0.09
H 1.8940 2.2244 -3.7811 0.5 0.3 0.3 0.08
H 1.7944 0.5220 -3.8589 0.8 -0.1 -0.4 0.05
H 5.3965 1.3875 -2.4069 0.0 0.0 0.1 0.07
```
Forces are in eV/Å.

Output
2S+1	1
LUMO	1.95	eV
energy	-75113.5585	eV
charge	-1

Below is 13 unconnected molecules or ions with the total composition C23H72O13 at a distorted geometry, with properties calculated with wB97M-V/def2-TZVPD.

Structure (XYZ):
```
108
Properties=species:S:1:pos:R:3:forces:R:3:mulliken_spin:R:1
C -3.3121 -3.2711 -2.0154 0.4 -0.2 0.8 0.00
C -4.1737 -2.0512 -2.1227 1.3 1.3 -0.8 0.00
O -5.4542 -2.3793 -2.4920 -1.8 -0.7 -0.4 0.00
H -3.5286 -4.0113 -2.7857 -0.3 0.0 0.1 0.00
H -3.4113 -3.6825 -1.0109 0.0 -0.5 -0.1 0.00
H -2.2657 -2.9996 -2.1550 0.0 0.1 0.1 0.00
H -3.7235 -1.4376 -2.9030 0.1 0.2 -0.2 0.00
H -4.1931 -1.3771 -1.2664 0.3 -0.3 0.5 0.00
H -5.9029 -1.5710 -2.7506 -0.2 0.0 0.0 0.00
C 2.9000 -2.5527 -2.2266 -1.6 -1.3 1.0 0.00
C 1.7724 -3.6497 -2.1389 1.9 1.1 -1.6 0.00
O 1.5276 -3.9889 -0.8015 -0.8 0.1 -0.1 0.00
H 2.5594 -1.7324 -1.5949 0.0 0.4 -0.3 0.00
H 2.9990 -2.2664 -3.2737 0.4 0.1 0.2 0.00
H 3.7821 -2.9554 -1.7287 0.3 0.1 -0.5 0.00
H 2.1076 -4.5249 -2.6956 0.0 -0.2 0.0 0.00
H 0.9112 -3.2663 -2.6860 -0.4 0.0 0.4 0.00
H 0.6279 -4.3235 -0.7959 -0.2 -0.2 0.4 0.00
C 1.3888 -5.5139 3.5883 -1.0 0.0 0.2 0.00
C 1.0678 -5.1645 2.1461 1.0 -0.3 0.4 0.00
O 2.0256 -4.2011 1.7214 0.0 0.2 1.2 0.00
H 1.0599 -4.6717 4.1972 0.5 0.1 0.4 0.00
H 2.4160 -5.8197 3.7863 0.0 0.3 -0.2 0.00
H 0.7286 -6.3205 3.9071 0.0 -0.2 0.0 0.00
H 0.0656 -4.7383 2.1016 -0.3 -0.2 -0.2 0.00
H 1.1377 -6.0892 1.5731 -0.1 0.1 -0.4 0.00
H 2.0286 -4.1156 0.7652 -0.1 0.1 -0.5 0.00
C 4.9271 -0.3958 0.0276 -0.2 -0.6 0.3 0.00
C 4.1147 0.8501 -0.2967 0.5 -0.8 0.2 0.00
O 5.0159 1.6784 -0.9806 -0.2 0.6 -0.2 0.00
H 5.4702 -0.8506 -0.8008 -0.3 0.4 -0.5 0.00
H 4.2997 -1.2054 0.4004 -0.1 0.0 0.3 0.00
H 5.7175 -0.1821 0.7471 -0.2 0.2 0.2 0.00
H 3.7391 1.3082 0.6183 0.2 0.2 0.4 0.00
H 3.1971 0.6520 -0.8507 0.1 -0.3 -0.5 0.00
H 4.5524 2.4889 -1.2040 0.1 0.2 -0.2 0.00
O 3.1378 0.1360 3.4666 0.2 1.3 0.4 0.00
H 2.4019 -0.4760 3.4715 -0.6 -0.7 -0.1 0.00
H 3.8615 -0.3619 3.0862 0.4 0.0 -0.2 0.00
O -3.3308 1.2489 -1.8807 -0.5 0.2 0.4 0.00
H -2.5331 1.5857 -1.4725 0.4 0.0 0.2 0.00
H -3.0534 0.9663 -2.7521 0.2 -0.2 -0.5 0.00
O -0.8575 -0.5131 4.2948 -0.4 0.6 0.3 0.00
H -0.9024 -0.7392 5.2238 -0.2 -0.1 0.2 0.00
H -0.0954 -0.9913 3.9680 0.5 -0.5 -0.3 0.00
O 1.3958 -1.9679 3.6458 -0.1 0.6 0.5 0.00
H 1.7407 -2.3493 4.4531 0.2 -0.2 0.3 0.00
H 1.3057 -2.7107 3.0488 0.3 -0.6 -1.0 0.00
C -1.0346 4.5170 -2.0525 -0.7 0.8 -0.1 0.00
C -0.1465 3.6557 -2.9414 -0.7 0.3 1.6 0.00
C 0.5247 4.5194 -3.9472 0.1 -0.1 -1.1 0.00
O 0.7755 3.0482 -2.0629 1.1 -0.6 -0.3 0.00
H -0.4374 5.1465 -1.3928 0.4 0.1 -0.2 0.00
H -1.7113 4.0041 -1.3691 0.0 -0.5 -0.3 0.00
H -1.6356 5.1872 -2.6670 -0.2 0.0 0.0 0.00
H -0.7538 2.8904 -3.4247 -0.1 -0.1 -0.3 0.00
H 0.9688 5.4180 -3.5189 0.1 -0.1 0.0 0.00
H -0.2475 4.7995 -4.6637 -0.1 0.4 0.0 0.00
H 1.2442 3.9820 -4.5650 0.3 -0.1 0.3 0.00
H 0.2764 2.4520 -1.4997 -0.1 -0.1 0.4 0.00
C -0.4981 -1.6996 -4.8904 -0.8 0.9 0.6 0.00
C -0.7787 -0.2013 -4.5572 0.2 0.0 -1.8 0.00
C -0.4607 0.7107 -5.7479 0.2 -0.9 0.0 0.00
O -2.1598 0.0132 -4.2631 0.2 -0.2 1.1 0.00
H 0.5464 -1.9636 -5.0562 0.0 0.3 0.1 0.00
H -1.0614 -2.0085 -5.7710 -0.1 0.0 -0.1 0.00
H -0.9016 -2.2288 -4.0272 0.2 -0.4 -0.1 0.00
H -0.1500 0.0691 -3.7089 -0.5 0.2 0.3 0.00
H -1.1543 0.4641 -6.5518 0.0 -0.2 -0.2 0.00
H 0.5305 0.4126 -6.0896 0.2 0.7 -0.2 0.00
H -0.6053 1.7777 -5.5781 0.4 -0.1 0.3 0.00
H -2.6928 -0.3334 -4.9824 0.0 -0.1 -0.2 0.00
C 0.7506 -0.4439 0.9107 0.9 0.2 -1.4 0.00
C -0.0659 -0.0448 -0.3601 0.4 -0.9 1.6 0.00
C -1.1536 -1.0385 -0.5681 -0.7 -0.8 -0.7 0.00
O -0.6103 1.2320 -0.1750 0.3 1.0 -0.9 0.00
H 0.1359 -0.6154 1.7943 -0.1 -0.1 -0.3 0.00
H 1.5390 0.2726 1.1412 -0.3 0.6 0.1 0.00
H 1.3757 -1.2974 0.6481 -0.4 -0.7 0.3 0.00
H 0.5309 -0.0861 -1.2712 0.5 0.6 0.2 0.00
H -1.6281 -0.8997 -1.5395 -0.1 0.3 0.0 0.00
H -1.9378 -0.9595 0.1848 0.1 -0.1 0.2 0.00
H -0.7457 -2.0482 -0.6147 0.0 -0.1 0.3 0.00
H -1.0346 1.2267 0.6861 -0.5 0.1 0.5 0.00
C 1.4421 4.4385 5.3102 0.3 -1.3 -0.2 -0.01
C 1.5086 3.0585 4.6087 1.8 2.8 1.3 0.05
C 0.7618 2.9686 3.3205 -1.0 -0.2 -2.0 0.14
O 2.8618 2.7230 4.4261 -1.2 1.4 0.8 0.71
H 1.7750 4.2746 6.3351 -0.4 0.2 0.2 0.01
H 0.4152 4.7919 5.2168 0.2 0.2 0.4 0.00
H 2.1592 5.1512 4.9028 -0.2 -0.1 -0.4 0.00
H 1.0894 2.2980 5.2674 -0.2 -0.8 0.3 0.10
H 1.2159 3.6010 2.5575 0.4 -0.2 0.0 -0.01
H -0.2174 3.4306 3.4461 -0.1 -0.4 0.5 0.00
H 0.6410 1.9449 2.9664 0.0 0.1 -0.1 0.02
H 2.9069 1.8496 4.0301 0.6 -2.4 -1.1 -0.01
C -3.4127 2.8146 1.6229 -0.3 -0.2 -0.5 0.00
C -3.1236 1.8344 2.7684 -1.0 0.0 -1.1 0.00
C -4.2125 0.7735 3.0126 -0.5 0.3 0.0 0.00
O -1.9704 1.1141 2.3715 0.6 0.3 -0.1 0.00
H -2.5393 3.4065 1.3490 0.2 0.1 0.4 0.00
H -4.2517 3.5022 1.7291 0.0 -0.1 0.6 0.00
H -3.6574 2.2899 0.6993 0.0 -0.5 0.0 0.00
H -2.8891 2.3936 3.6742 -0.2 0.1 0.3 0.00
H -5.1442 1.1724 3.4139 0.1 0.2 0.1 0.00
H -3.8742 -0.0163 3.6833 0.2 0.2 0.3 0.00
H -4.4964 0.2349 2.1085 0.2 0.3 -0.3 0.00
H -1.8261 0.5239 3.1149 0.7 -0.6 0.1 0.00
```
Forces are in eV/Å.

Output
2S+1	2
<S²>	0.75
LUMO (spin up / spin down)	-2.61 / -8.77	eV
energy	-51626.4512	eV
charge	+1